{"formula": "C20H66N2O13", "method": "ωB97M-V/def2-TZVPD", "species": ["C", "C", "O", "H", "H", "H", "H", "H", "H", "C", "C", "O", "H", "H", "H", "H", "H", "H", "C", "C", "O", "H", "H", "H", "H", "H", "H", "C", "C", "O", "H", "H", "H", "H", "H", "H", "C", "C", "O", "H", "H", "H", "H", "H", "H", "C", "C", "O", "H", "H", "H", "H", "H", "H", "C", "C", "O", "H", "H", "H", "H", "H", "H", "C", "O", "N", "N", "H", "H", "H", "H", "C", "O", "H", "H", "H", "H", "C", "O", "H", "H", "H", "H", "C", "O", "H", "H", "H", "H", "C", "O", "H", "H", "H", "H", "C", "O", "H", "H", "H", "H"], "xyz": [[-2.0484, 3.2632, 3.0996], [-0.7454, 3.0222, 3.9206], [-1.0854, 2.4862, 5.1786], [-2.8584, 3.6762, 3.7186], [-2.4184, 2.3782, 2.6356], [-1.7874, 3.8832, 2.2846], [-0.1604, 4.0472, 4.0086], [-0.0864, 2.3772, 3.3606], [-0.2894, 2.5392, 5.7116], [2.6656, 2.8142, 2.9386], [3.0076, 1.4032, 2.5066], [1.9086, 0.5462, 2.5596], [2.5056, 2.8762, 4.0176], [1.7346, 3.0722, 2.4276], [3.4136, 3.5142, 2.4776], [3.7426, 0.9572, 3.1746], [3.4206, 1.3872, 1.5466], [1.2106, 0.6702, 1.8936], [3.1296, -3.4128, 0.1226], [2.4686, -3.6948, -1.1844], [1.1836, -4.2018, -0.9484], [4.1516, -3.1428, -0.1474], [3.1616, -4.3058, 0.7206], [2.7326, -2.6138, 0.7846], [3.0476, -4.4768, -1.6214], [2.3656, -2.8298, -1.8904], [0.5476, -4.2018, -1.7544], [-4.2314, 0.7122, 0.8466], [-5.1104, -0.3578, 1.5016], [-5.3184, -1.3578, 0.5266], [-3.3064, 0.3652, 0.3786], [-4.0264, 1.4992, 1.5656], [-4.8274, 1.1952, 0.1216], [-6.0034, -0.0008, 2.0216], [-4.5364, -0.7758, 2.3116], [-6.1624, -1.0708, 0.1106], [5.0346, -1.2288, 1.7476], [6.2416, -0.2978, 2.0056], [6.9296, -0.2818, 0.7706], [4.4516, -1.4468, 2.6406], [5.4576, -2.1918, 1.4596], [4.3866, -0.8248, 0.9846], [6.8896, -0.7548, 2.7476], [5.9416, 0.7092, 2.3096], [7.1206, 0.6652, 0.5316], [0.5486, 1.1222, -4.1994], [-0.1474, 0.3882, -5.2574], [0.5526, -0.7988, -5.6094], [-0.0284, 1.9582, -3.8284], [1.4796, 1.5002, -4.6324], [0.8526, 0.5052, -3.3244], [-0.1784, 0.9822, -6.1784], [-1.2224, 0.1682, -4.9984], [-0.0684, -1.3318, -6.1054], [0.8376, -0.6668, -0.1594], [-0.3344, 0.3072, -0.2704], [-0.5114, 1.0582, 0.8746], [0.9576, -1.3038, -1.0364], [0.6226, -1.2948, 0.7136], [1.7896, -0.1398, -0.0014], [-1.2704, -0.1658, -0.4794], [-0.1654, 0.9422, -1.0814], [0.0366, 1.8502, 0.8796], [-0.4214, -2.7308, -3.0724], [-1.1934, -1.5938, -2.7734], [0.7116, -2.6878, -3.7124], [-0.8144, -3.9438, -2.7154], [1.1506, -1.8378, -4.0314], [1.2126, -3.6018, -3.9214], [-1.6134, -4.0778, -2.0094], [-0.4364, -4.8558, -3.0274], [-4.2264, -0.1298, -2.6894], [-2.9284, 0.3832, -3.0554], [-4.4034, -1.1258, -3.0764], [-4.9794, 0.5452, -3.0814], [-4.3494, -0.2508, -1.6294], [-2.2564, -0.2668, -2.9404], [2.1686, 2.9882, -0.9904], [0.8926, 3.3892, -0.4634], [2.8216, 2.5792, -0.2574], [2.5936, 3.8612, -1.4774], [1.9446, 2.2242, -1.7534], [0.9716, 4.1622, 0.0906], [-1.0044, -0.5518, 4.2806], [-1.0584, -0.8868, 2.8776], [-1.8174, -0.0288, 4.7286], [-0.1054, 0.1152, 4.4006], [-0.7704, -1.4268, 4.8576], [-0.8204, -0.1748, 2.2906], [-2.2544, -2.7968, -0.0614], [-2.4604, -4.1828, -0.1434], [-2.8944, -2.2788, -0.7534], [-1.1574, -2.4678, -0.1574], [-2.4644, -2.5198, 0.9196], [-1.8094, -4.5788, 0.4306], [-2.3874, 3.0582, -1.2854], [-3.7024, 2.7512, -1.5524], [-2.1634, 2.8902, -0.2544], [-2.1954, 4.1002, -1.5564], [-1.7764, 2.4172, -1.9824], [-3.5984, 1.8612, -1.8864]], "total_charge": 0, "spin_multiplicity": 1, "de_lowest_kj_mol": 85.6, "e_homo_ev": -9.37, "e_lumo_ev": 0.2317, "orbital_gap_ev": 9.6}

{"formula": "C4H14NO", "method": "ωB97M-V/def2-TZVPD", "species": ["O", "C", "C", "C", "H", "H", "H", "H", "H", "H", "H", "H", "C", "N", "H", "H", "H", "H", "H", "H"], "xyz": [[-1.0785, -0.3496, -0.9905], [-0.4200, -0.5130, 2.6999], [-1.4224, -0.4635, 0.3921], [-0.1438, -0.3981, 1.2014], [-1.9057, -0.3919, -1.5143], [-0.9162, -1.4718, 2.9257], [-1.0753, 0.3094, 3.0329], [0.5239, -0.4629, 3.2683], [-1.9426, -1.4209, 0.5882], [-2.1013, 0.3566, 0.6952], [0.3632, 0.5598, 0.9760], [0.5220, -1.2176, 0.8689], [1.3216, 1.4125, -1.8262], [1.0755, -0.0592, -1.7087], [1.1632, 1.9065, -0.8528], [0.6328, 1.8585, -2.5633], [2.3577, 1.6029, -2.1529], [1.7227, -0.4844, -1.0146], [0.0994, -0.2438, -1.4008], [1.2236, -0.5295, -2.6243]], "total_charge": 1, "spin_multiplicity": 1, "de_lowest_kj_mol": 110.5, "e_homo_ev": -15.47, "e_lumo_ev": -3.1366, "orbital_gap_ev": 12.3}

{"formula": "C18H19F5GeN2OS2Ti", "method": "ωB97M-V/def2-TZVPD", "species": ["Ti", "S", "C", "C", "N", "C", "S", "C", "N", "C", "C", "C", "C", "Ge", "C", "C", "C", "C", "H", "H", "H", "H", "H", "H", "H", "H", "H", "H", "H", "H", "H", "H", "H", "H", "H", "H", "H", "F", "C", "C", "F", "C", "F", "C", "O", "C", "F", "C", "F"], "xyz": [[0.5061, 0.2641, -1.2251], [-0.0974, -2.0286, -0.9805], [-1.2955, -1.7141, -2.2545], [-1.4784, -2.8152, -3.1416], [-1.5925, -3.7250, -3.8342], [-1.8857, -0.5097, -2.4787], [-1.6397, 0.9031, -1.4730], [-2.7674, -0.3389, -3.5899], [-3.4818, -0.1740, -4.4741], [-0.1589, 3.0092, 2.6111], [-0.2821, 2.7088, 1.1208], [0.8695, 1.8326, 0.6266], [0.8147, 0.3610, 1.0755], [-0.6884, -1.0724, 1.1075], [-2.5798, -0.7311, 1.3922], [-2.9156, -1.1161, 2.8360], [-2.1126, -0.3011, 3.8423], [-2.4206, -0.6648, 5.2876], [-0.9697, 3.6620, 2.9287], [0.7805, 3.5158, 2.8335], [-0.2147, 2.1070, 3.2240], [-0.2781, 3.6411, 0.5547], [-1.2395, 2.2210, 0.9129], [1.8366, 2.2231, 0.9597], [1.0326, 2.0318, -0.4838], [0.7406, 0.4262, 2.1694], [1.7759, -0.1569, 0.9428], [0.0432, -2.1331, 1.9230], [-3.1298, -1.3265, 0.6588], [-2.7951, 0.3189, 1.1942], [-2.7489, -2.1853, 2.9934], [-3.9837, -0.9492, 2.9887], [-2.2984, 0.7649, 3.6733], [-1.0305, -0.4568, 3.6628], [-3.4741, -0.4912, 5.5064], [-1.8333, -0.0677, 5.9827], [-2.2069, -1.7162, 5.4814], [6.1526, -1.0018, -4.4126], [4.9158, -0.7272, -4.0719], [3.9147, -0.7399, -5.0383], [4.2227, -1.0251, -6.2821], [2.5914, -0.4562, -4.7038], [1.6404, -0.4638, -5.6134], [2.3061, -0.1631, -3.3827], [1.0757, 0.1538, -2.8982], [3.3167, -0.1644, -2.4379], [2.8651, 0.1348, -1.1604], [4.6278, -0.4343, -2.7359], [5.5705, -0.4293, -1.8172]], "total_charge": 2, "spin_multiplicity": 1, "de_lowest_kj_mol": 0.0, "e_homo_ev": -15.59, "e_lumo_ev": -9.3481, "orbital_gap_ev": 6.2}

{"formula": "C9H6N4O", "method": "ωB97M-V/def2-TZVPD", "species": ["H", "N", "C", "C", "N", "O", "C", "N", "C", "C", "C", "C", "C", "C", "N", "H", "H", "H", "H", "H"], "xyz": [[-2.0099, -2.8304, 0.3754], [-2.7630, -2.2014, 0.2129], [-2.7644, -0.9505, 0.0817], [-4.1707, -0.3867, -0.0142], [-4.8657, 0.5370, -0.1591], [-5.6812, 1.3698, -0.0661], [-1.0722, -0.3523, 0.0652], [-0.6912, 0.8745, 0.2668], [0.6859, 0.8667, 0.2354], [1.5988, 1.9548, 0.0864], [2.9194, 1.6406, 0.0536], [3.3976, 0.2852, 0.0816], [2.5419, -0.7332, -0.1879], [1.1744, -0.4311, 0.0270], [-0.0100, -1.2307, -0.0699], [1.1048, 2.8534, 0.0069], [3.5003, 2.5498, 0.0312], [4.5178, 0.0224, 0.0112], [2.7740, -1.7829, -0.4510], [-0.1864, -2.0548, -0.5872]], "total_charge": 0, "spin_multiplicity": 1, "de_lowest_kj_mol": 480.0, "e_homo_ev": -9.02, "smiles": "[H]/N=C(/C#[N+][O-])c1nc2ccccc2[nH]1", "e_lumo_ev": -0.1012, "orbital_gap_ev": 8.9}

{"formula": "C21H23FN2O2S", "method": "ωB97M-V/def2-TZVPD", "species": ["C", "C", "C", "O", "C", "C", "C", "C", "C", "C", "S", "C", "C", "C", "C", "O", "F", "C", "C", "C", "C", "N", "H", "H", "H", "H", "H", "H", "H", "H", "H", "H", "H", "H", "H", "H", "H", "H", "C", "C", "C", "C", "N", "H", "H", "H", "H", "H", "H", "H"], "xyz": [[-1.3444, 5.3777, 2.0607], [-2.1875, 4.2408, 2.7618], [-1.6861, 2.7625, 2.4502], [-0.4434, 2.7231, 1.7012], [-0.3932, 1.4701, 1.0672], [-0.7474, 0.2233, 1.8033], [-0.7342, -1.0888, 1.0926], [-0.3743, -1.2253, -0.3413], [0.0224, 0.0017, -1.0376], [0.0075, 1.3156, -0.3418], [0.5349, -0.1187, -2.7979], [-0.3786, -1.6269, -3.3191], [-0.7539, -1.8536, -4.7352], [-0.3604, -0.8507, -5.8769], [-1.6379, -0.2296, -6.5700], [-2.4825, -0.8701, -7.0935], [-1.7625, 1.1663, -6.5582], [-1.4910, -3.0716, -5.1336], [-1.9035, -4.0638, -4.1269], [-1.5145, -3.8110, -2.7372], [-0.7403, -2.6243, -2.2995], [-0.4135, -2.5705, -0.8879], [-1.6198, 5.4820, 0.9813], [-0.2531, 5.2221, 2.2505], [-1.6321, 6.3528, 2.5591], [-2.1983, 4.3790, 3.8734], [-3.2509, 4.3210, 2.4088], [-1.6167, 2.2291, 3.4447], [-2.4812, 2.2925, 1.7979], [-1.0305, 0.2248, 2.8793], [-1.0306, -1.9993, 1.6654], [0.2963, 2.2378, -0.9125], [0.2226, -1.3735, -6.6907], [0.3142, -0.0230, -5.5170], [-1.7652, -3.2913, -6.1960], [-2.4601, -5.0062, -4.3716], [-1.8323, -4.5749, -1.9756], [0.5033, -2.9906, -0.7058], [4.5613, -1.0385, 4.4800], [3.8964, -0.3296, 3.3046], [2.3827, -0.1784, 3.4782], [1.7468, -1.5177, 3.5889], [1.2542, -2.5543, 3.6700], [4.1933, -2.0605, 4.5936], [5.6405, -1.0977, 4.3265], [4.3800, -0.5015, 5.4150], [4.1093, -0.8866, 2.3879], [4.3416, 0.6618, 3.1890], [1.9565, 0.3436, 2.6187], [2.1562, 0.4010, 4.3762]], "total_charge": 0, "spin_multiplicity": 1, "de_lowest_kj_mol": 309.5, "e_homo_ev": -8.10, "smiles": "CCCOc1ccc2c(c1)Sc1c(CC(=O)F)cccc1N2.CCCC#N", "e_lumo_ev": 0.4675, "orbital_gap_ev": 8.6}

{"formula": "C3H4O3S", "method": "ωB97M-V/def2-TZVPD", "species": ["O", "C", "O", "C", "C", "O", "S", "H", "H", "H", "H"], "xyz": [[-1.1132, -0.8001, 1.4895], [-1.2500, -0.3533, 0.3864], [-2.5152, -0.4151, -0.1634], [-0.1656, 0.3068, -0.4438], [1.2295, 0.3939, 0.1349], [1.6044, 1.3923, 0.7626], [2.3083, -1.0727, 0.0003], [-2.5825, 0.2393, -0.9801], [-0.4113, 1.3281, -0.7682], [-0.3137, -0.3758, -1.3802], [3.2091, -0.6434, 0.9620]], "total_charge": 0, "spin_multiplicity": 1, "de_lowest_kj_mol": 127.2, "e_homo_ev": -10.28, "smiles": "O=C(O)CC(=O)S", "e_lumo_ev": 0.1695, "orbital_gap_ev": 10.5}

{"formula": "C4H8NO2", "method": "ωB97M-V/def2-TZVPD", "species": ["C", "C", "C", "C", "N", "O", "O", "H", "H", "H", "H", "H", "H", "H", "H"], "xyz": [[-1.4039, -1.0444, 0.0969], [0.1595, -1.2465, 0.0846], [0.6875, 0.8833, 0.8240], [1.3404, 1.3550, -0.5120], [-1.6812, 0.2403, -0.5564], [-2.6514, 0.9006, -0.0349], [0.8596, -0.5015, 0.9668], [-1.6410, -1.9210, -0.6341], [-2.0546, -1.0996, 1.0310], [0.3236, -2.2589, 0.4054], [0.3766, -1.1320, -0.9612], [1.2997, 1.2075, 1.6355], [0.6325, 1.5770, -1.2509], [2.0262, 0.6340, -0.7236], [1.7265, 2.4062, -0.3711]], "total_charge": -1, "spin_multiplicity": 1, "de_lowest_kj_mol": 688.8, "e_homo_ev": [-1.13, -2.66], "e_lumo_ev": [4.1904, 4.1184], "orbital_gap_ev": [5.3, 6.8]}